C3H6ClN | ωB97M-V/def2-TZVPD

```
11
C3H6ClN | OMol25 | ωB97M-V/def2-TZVPD
N 0.32 1.64 -0.10
C 0.52 0.16 -0.06
Cl 2.27 -0.33 -0.02
C -0.28 -0.81 -0.79
C -0.40 -0.75 0.68
H -0.56 1.97 -0.50
H 0.30 1.99 0.87
H 0.32 -1.62 -1.02
H -1.05 -0.53 -1.49
H -1.30 -0.19 0.93
H -0.13 -1.52 1.50
```

Results
- SMILES: NC1(Cl)CC1
- Electronic energy: -17219.3808 eV
- ΔE to the lowest compared entry with this formula, charge and spin: 16.4 kcal per mole
- LUMO level: 0.955 eV

=====

C3H6ClN | ωB97M-V/def2-TZVPD

```
11
C3H6ClN | OMol25 | ωB97M-V/def2-TZVPD
Cl -2.44 -0.01 -0.42
C -0.84 0.02 0.35
C 0.16 1.10 -0.12
N 0.94 -0.09 -0.89
C 0.15 -1.06 -0.04
H -1.29 0.20 1.36
H 1.00 1.18 0.69
H 0.12 2.15 -0.65
H 1.81 -0.28 -0.48
H -0.28 -1.90 -0.72
H 0.65 -1.32 0.91
```

Results
- SMILES: ClC1CNC1
- Electronic energy: -17218.3014 eV
- ΔE to the lowest compared entry with this formula, charge and spin: 41.3 kcal per mole
- LUMO level: 0.836 eV